# C36H95N5O13

A 9-piece molecular cluster, C36H95N5O13 overall in a non-equilibrium geometry (wB97M-V/def2-TZVPD, the Open Molecules 2025 dataset).

Properties
Highest occupied orbital energy, eV: -8.5
Frontier orbital gap, Ha: 0.3326
LUMO energy, eV: 0.58
Relative energy (zero: lowest compared OMol25 entry of this formula, charge and spin), kcal/mol: 528.22
Total charge: 0
Total energy, eV: -72909.246

Bonds (Å) are listed after each position.
Cartesian coordinates (Å):
1 C -2.1088 -2.3158 -5.4829  O2 1.429, H7 1.090, H8 1.090, H9 1.090
2 O -0.8904 -2.8154 -4.9289  C1 1.429, C3 1.440
3 C -0.9430 -3.9691 -4.0680  O2 1.440, C4 1.593, H10 1.090, H11 1.090
4 C -1.9212 -5.0990 -4.6185  C3 1.593, C5 1.539, N6 1.476, H12 1.090
5 C -1.9820 -6.3254 -3.6900  C4 1.539, H13 1.090, H14 1.090, H15 1.090
6 N -1.5455 -5.4874 -5.9926  C4 1.476, H16 1.010, H17 1.010
7 H -2.6750 -3.0187 -6.0940  C1 1.090
8 H -1.8721 -1.4395 -6.0863  C1 1.090
9 H -2.7821 -2.0071 -4.6832  C1 1.090
10 H 0.0047 -4.5075 -4.0569  C3 1.090
11 H -1.1109 -3.6219 -3.0486  C3 1.090
12 H -2.9239 -4.6791 -4.6983  C4 1.090
13 H -1.2191 -7.0406 -3.9976  C5 1.090
14 H -2.9555 -6.7683 -3.9003  C5 1.090
15 H -2.0370 -6.0192 -2.6454  C5 1.090
16 H -1.4701 -4.6253 -6.5133  N6 1.010
17 H -0.5938 -5.8083 -6.1001  N6 1.010
18 C 6.1208 2.9673 -5.9129  O19 1.475, H27 1.090, H28 1.090, H29 1.090
19 O 5.8950 1.5973 -5.4141  C18 1.475, C20 1.419
20 C 7.0116 1.1894 -4.6400  O19 1.419, C21 1.554, H30 1.090, H31 1.090
21 C 6.6472 -0.1823 -4.0079  C20 1.554, N22 1.466, H32 1.090, H33 1.090
22 N 5.7486 -0.1312 -2.8509  C21 1.466, C23 1.505, H34 1.010
23 C 4.6135 0.8547 -2.9125  N22 1.505, C24 1.543, H35 1.090, H36 1.090
24 C 4.0078 0.8700 -1.4934  C23 1.543, O25 1.433, H37 1.090, H38 1.090
25 O 3.2621 -0.3405 -1.3174  C24 1.433, C26 1.438
26 C 2.5055 -0.3928 -0.0951  O25 1.438, H39 1.090, H40 1.090, H41 1.090
27 H 5.4517 3.1063 -6.7621  C18 1.090
28 H 7.0183 3.3115 -6.4268  C18 1.090
29 H 5.8796 3.7966 -5.2479  C18 1.090
30 H 7.3372 1.9724 -3.9551  C20 1.090
31 H 7.9115 1.0802 -5.2452  C20 1.090
32 H 7.5374 -0.7268 -3.6931  C21 1.090
33 H 6.2541 -0.8548 -4.7704  C21 1.090
34 H 5.2385 -1.0006 -2.9149  N22 1.010
35 H 3.8553 0.6740 -3.6744  C23 1.090
36 H 5.0543 1.8396 -3.0672  C23 1.090
37 H 3.2472 1.6117 -1.2493  C24 1.090
38 H 4.7562 0.8844 -0.7011  C24 1.090
39 H 3.2359 -0.1902 0.6882  C26 1.090
40 H 2.1149 -1.3948 0.0822  C26 1.090
41 H 1.8017 0.4091 0.1279  C26 1.090
42 C -2.0478 -2.3105 3.6897  O43 1.405, H51 1.090, H52 1.090, H53 1.090
43 O -1.4909 -1.3135 4.5084  C42 1.405, C44 1.419
44 C -2.2843 -0.5600 5.4121  O43 1.419, C45 1.537, H54 1.090, H55 1.090
45 C -3.3609 0.3253 4.7633  C44 1.537, N46 1.432, H56 1.090, H57 1.090
46 N -2.7778 1.5302 4.2548  C45 1.432, C47 1.471, H58 1.010
47 C -3.4873 2.2793 3.2058  N46 1.471, C48 1.560, H59 1.090, H60 1.090
48 C -2.7857 3.5867 2.7237  C47 1.560, O49 1.410, H61 1.090, H62 1.090
49 O -1.4770 3.5126 2.2037  C48 1.410, C50 1.437
50 C -1.4341 3.0366 0.8481  O49 1.437, H63 1.090, H64 1.090, H65 1.090
51 H -1.8427 -1.9869 2.6693  C42 1.090
52 H -3.1065 -2.5123 3.8527  C42 1.090
53 H -1.5465 -3.2783 3.7037  C42 1.090
54 H -1.6093 0.0694 5.9920  C44 1.090
55 H -2.7002 -1.3183 6.0755  C44 1.090
56 H -4.2096 0.6075 5.3863  C45 1.090
57 H -3.7926 -0.2500 3.9443  C45 1.090
58 H -1.9058 1.3771 3.7688  N46 1.010
59 H -4.4746 2.4828 3.6205  C47 1.090
60 H -3.5281 1.5847 2.3669  C47 1.090
61 H -2.9501 4.4366 3.3862  C48 1.090
62 H -3.4207 3.9835 1.9316  C48 1.090
63 H -2.1124 2.2083 0.6432  C50 1.090
64 H -0.4217 2.6493 0.7327  C50 1.090
65 H -1.5228 3.7983 0.0736  C50 1.090
66 C -1.4339 7.0137 -0.9857  O67 1.427, H75 1.090, H76 1.090, H77 1.090
67 O -0.7446 6.1365 -0.0963  C66 1.427, C68 1.451
68 C -0.5285 4.8499 -0.7321  O67 1.451, C69 1.551, H78 1.090, H79 1.090
69 C 0.3854 4.0701 0.2490  C68 1.551, N70 1.494, H80 1.090, H81 1.090
70 N 0.6573 2.7000 -0.2820  C69 1.494, C71 1.441, H82 1.010
71 C 1.8018 2.6249 -1.1545  N70 1.441, C72 1.567, H83 1.090, H84 1.090
72 C 3.2038 3.0459 -0.5949  C71 1.567, O73 1.446, H85 1.090, H86 1.090
73 O 3.5204 2.1282 0.4761  C72 1.446, C74 1.488
74 C 4.6158 2.6591 1.3325  O73 1.488, H87 1.090, H88 1.090, H89 1.090
75 H -1.8593 6.5606 -1.8812  C66 1.090
76 H -0.8229 7.7268 -1.5393  C66 1.090
77 H -2.1913 7.5651 -0.4285  C66 1.090
78 H 0.0100 4.8957 -1.6787  C68 1.090
79 H -1.4489 4.2666 -0.7580  C68 1.090
80 H -0.1575 3.8454 1.1671  C69 1.090
81 H 1.2704 4.6175 0.5735  C69 1.090
82 H 0.9781 2.2518 0.5643  N70 1.010
83 H 1.4783 3.2320 -2.0001  C71 1.090
84 H 1.9302 1.6093 -1.5289  C71 1.090
85 H 3.0412 4.0526 -0.2099  C72 1.090
86 H 3.9086 3.1000 -1.4247  C72 1.090
87 H 5.5329 3.0271 0.8724  C74 1.090
88 H 5.0197 1.8483 1.9389  C74 1.090
89 H 4.3153 3.4527 2.0167  C74 1.090
90 C -2.9023 -3.4765 -1.9504  O91 1.412, H99 1.090, H100 1.090, H101 1.090
91 O -2.0436 -2.6147 -1.2339  C90 1.412, C92 1.445
92 C -1.6472 -3.0047 0.0996  O91 1.445, C93 1.510, H102 1.090, H103 1.090
93 C -0.5883 -2.1342 0.7321  C92 1.510, N94 1.476, H104 1.090, H105 1.090
94 N -1.1552 -0.7723 0.7832  C93 1.476, C95 1.517, H106 1.010
95 C -0.0949 0.3124 0.7622  N94 1.517, C96 1.428, H107 1.090, H108 1.090
96 C 0.3537 0.5886 2.0897  C95 1.428, O97 1.416, H109 1.090, H110 1.090
97 O 1.1933 1.7270 2.0321  C96 1.416, C98 1.416
98 C 1.3531 2.2509 3.3383  O97 1.416, H111 1.090, H112 1.090, H113 1.090
99 H -2.1795 -4.2667 -2.1535  C90 1.090
100 H -3.2343 -2.9927 -2.8690  C90 1.090
101 H -3.7720 -3.7568 -1.3562  C90 1.090
102 H -1.0564 -3.9188 0.0405  C92 1.090
103 H -2.4334 -3.0893 0.8497  C92 1.090
104 H 0.3213 -2.2711 0.1473  C93 1.090
105 H -0.2902 -2.3997 1.7464  C93 1.090
106 H -1.5445 -0.9637 -0.1289  N94 1.010
107 H -0.5179 1.2723 0.4659  C95 1.090
108 H 0.7589 -0.0544 0.1926  C95 1.090
109 H 0.8214 -0.3278 2.4495  C96 1.090
110 H -0.5350 0.7463 2.7008  C96 1.090
111 H 0.3958 2.6875 3.6228  C98 1.090
112 H 2.0206 3.1032 3.2118  C98 1.090
113 H 1.6652 1.5269 4.0909  C98 1.090
114 C 1.2208 -3.9000 2.2066  C115 1.557, H117 1.090, H118 1.090, H119 1.090
115 C 0.1651 -3.6157 3.3153  C114 1.557, O116 1.413, H120 1.090, H121 1.090
116 O -1.0296 -4.2292 2.8759  C115 1.413, H122 0.960
117 H 1.1291 -4.9127 1.8141  C114 1.090
118 H 2.2814 -3.7703 2.4220  C114 1.090
119 H 0.8760 -3.2331 1.4164  C114 1.090
120 H -0.0450 -2.5559 3.4599  C115 1.090
121 H 0.3227 -3.9748 4.3323  C115 1.090
122 H -1.7371 -4.2200 3.5248  O116 0.960
123 C 1.5100 -1.4141 4.8804  C124 1.569, H126 1.090, H127 1.090, H128 1.090
124 C 0.5842 -2.2634 5.8196  C123 1.569, O125 1.406, H129 1.090, H130 1.090
125 O -0.4690 -1.5046 6.3604  C124 1.406, H131 0.960
126 H 0.8752 -0.7649 4.2775  C123 1.090
127 H 2.1055 -1.9120 4.1152  C123 1.090
128 H 2.1169 -0.7540 5.5001  C123 1.090
129 H 1.2126 -2.8351 6.5026  C124 1.090
130 H 0.1425 -3.0607 5.2219  C124 1.090
131 H -0.8186 -0.9909 5.6287  O125 0.960
132 C -4.2207 -0.2717 1.1866  C133 1.500, H135 1.090, H136 1.090, H137 1.090
133 C -4.9794 0.4282 0.0988  C132 1.500, O134 1.359, H138 1.090, H139 1.090
134 O -5.5096 -0.4143 -0.8270  C133 1.359, H140 0.960
135 H -3.2883 -0.6821 0.7990  C132 1.090
136 H -4.7373 -1.1170 1.6413  C132 1.090
137 H -4.1269 0.3926 2.0457  C132 1.090
138 H -4.3383 1.1145 -0.4542  C133 1.090
139 H -5.7255 1.0270 0.6212  C133 1.090
140 H -5.7788 0.0509 -1.6225  O134 0.960
141 C -1.3175 -0.0591 -2.0528  C142 1.556, H144 1.090, H145 1.090, H146 1.090
142 C -2.4105 0.5680 -1.1399  C141 1.556, O143 1.457, H147 1.090, H148 1.090
143 O -3.1062 1.5563 -1.9531  C142 1.457, H149 0.960
144 H -1.8469 -0.7930 -2.6605  C141 1.090
145 H -0.5834 -0.6629 -1.5192  C141 1.090
146 H -0.7412 0.7502 -2.5012  C141 1.090
147 H -1.8172 0.8594 -0.2732  C142 1.090
148 H -3.2184 -0.0517 -0.7508  C142 1.090
149 H -3.2591 2.4231 -1.5699  O143 0.960

Results of the Mulliken charge analysis, in e, for atoms 1 through 99: -0.672 -0.407 0.561 0.375 -1.320 -0.724 0.343 0.313 0.147 0.355 -0.576 0.288 0.363 0.294 0.393 0.307 0.282 -0.892 -0.335 -0.548 -0.796 -0.304 -0.751 0.417 -0.425 0.122 0.317 0.356 0.310 0.353 0.503 0.438 0.314 0.242 0.241 0.364 -1.289 0.072 0.338 0.084 0.459 -1.190 0.756 -1.350 -0.192 -0.324 0.340 -1.216 -0.429 -0.281 0.144 0.749 -0.449 0.361 0.410 0.469 -0.004 0.078 0.573 -1.243 0.552 0.427 -0.214 1.182 -0.497 -0.879 -0.389 -0.364 -1.071 1.314 -1.325 -1.328 0.506 -1.253 0.336 0.304 0.320 0.487 0.602 -0.143 0.632 -1.157 0.590 0.860 0.838 0.554 0.320 0.342 0.303 -0.715 -0.170 -2.909 -0.651 1.451 1.823 -0.602 0.129 -1.115 -0.087